[1]
109
Properties=species:S:1:pos:R:3:forces:R:3 method="wB97M-V/def2-TZVPD" spin_multiplicity=1 total_charge=0 gap_ev=4.00 de_lowest_ev=3.9967 homo_ev=-8.69
C 2.7206 -1.4646 2.8922 -0.555 0.348 -2.925
C 1.7366 -1.9536 3.9912 2.202 -1.275 -1.270
C 2.2566 -1.5946 5.3402 2.604 6.699 -3.427
C 1.9216 -0.1346 5.7932 0.712 1.821 -0.294
C 0.3816 -0.0196 5.7782 1.829 -1.057 0.617
C -0.2564 -0.2926 4.4222 -2.889 0.547 2.111
N 0.2966 -1.4156 3.7082 -0.438 -2.335 -6.546
O -0.2504 -1.7976 2.5582 2.785 2.046 6.698
C -0.0324 0.8824 3.5412 -3.208 2.447 -1.428
C -1.8484 -0.5376 4.6642 2.045 -0.693 1.230
C 1.6656 -3.4606 3.8462 1.860 3.070 -1.958
H 2.1586 -1.5936 1.9062 1.034 -0.185 0.944
H 3.8486 -1.7676 2.7422 -2.537 -0.390 1.108
H 2.7836 -0.4096 2.9232 0.137 1.415 0.302
H 3.3256 -1.7906 5.3962 0.323 0.381 -0.746
H 1.9706 -2.2916 5.8962 -3.301 -5.190 5.764
H 2.3136 0.7694 5.0722 -0.318 -2.572 1.648
H 2.3306 0.0844 6.8642 -0.730 -0.419 -2.017
H 0.0616 0.8904 6.2652 -0.379 0.439 -0.596
H 0.1256 -0.7856 6.4642 -0.923 -0.939 0.729
H -0.5424 0.7034 2.5622 0.451 0.232 0.594
H 0.9666 1.1244 3.3292 1.440 0.232 -0.086
H -0.5684 1.8114 4.0112 1.073 -1.740 -0.686
H -2.3494 -0.4786 3.7702 -0.965 -0.369 -2.466
H -2.3704 0.2164 5.2372 0.745 0.509 0.607
H -2.0254 -1.5086 5.1632 0.216 0.406 -0.340
H 1.0836 -3.8506 4.4902 -4.802 -2.488 4.819
H 2.4456 -4.1316 3.9062 3.086 -0.189 0.364
H 1.3046 -3.6986 2.9382 -1.588 -0.561 -3.334
N 0.5576 -0.1296 -0.9448 -5.792 3.003 -0.009
O 0.4746 -0.0536 0.2922 2.274 -0.900 2.887
O -0.2794 -0.8636 -1.4808 0.372 -3.048 -1.297
O 0.8706 0.8784 -1.5628 2.979 0.834 -1.102
C -2.6804 0.4334 0.5902 2.038 3.468 -3.821
C -2.4504 1.9224 0.1962 -4.455 -2.237 4.932
C -3.2404 2.9444 0.8882 0.218 -2.207 0.319
C -4.3224 2.5234 1.7982 0.768 -4.236 0.120
C -4.6034 1.0394 1.9762 2.912 2.026 -2.062
C -3.7374 -0.0196 1.3092 -0.950 7.290 1.322
N -5.1914 3.4884 2.6642 -0.612 2.102 -2.703
O -4.9114 4.7244 2.5592 -0.051 -3.298 0.731
O -6.2534 3.0804 3.1292 2.047 0.066 -0.101
H -1.9484 -0.1826 -0.0438 -1.267 0.274 1.429
H -1.7644 2.0174 -0.5748 1.412 0.966 -0.965
H -2.9914 4.0064 0.8302 -0.337 -0.334 -0.333
H -5.4074 0.7384 2.6012 -0.581 -0.048 0.415
H -3.8374 -0.9976 1.4472 -0.971 -3.907 0.792
C 2.6226 -0.3266 -4.5668 -0.993 -5.805 -6.324
C 3.5656 -1.0076 -5.6068 -3.371 -0.046 2.000
C 3.0696 -2.2136 -6.4038 1.319 2.923 0.054
C 1.7016 -2.3486 -6.6068 -2.367 0.800 4.256
C 0.6606 -1.6976 -5.4888 5.064 0.509 -2.105
C 1.2216 -0.7026 -4.5108 3.323 -5.011 -7.274
N 1.1296 -3.3566 -7.6018 1.636 -0.584 -2.631
O 1.9636 -4.0166 -8.3408 -2.319 2.036 2.897
O -0.0774 -3.3616 -7.8278 1.539 0.055 1.025
H 2.8856 0.2804 -3.8238 1.763 2.786 2.437
H 4.5946 -0.5706 -5.7488 -1.161 -1.058 0.385
H 3.8446 -2.8286 -6.9618 -1.305 0.974 0.565
H -0.3314 -2.0936 -5.7058 -0.011 0.590 0.735
H 0.6426 -0.4296 -3.7808 -3.184 1.877 4.060
C 0.5826 5.9494 0.7612 1.420 -1.048 -1.578
O 1.3816 5.9894 -0.1968 -2.140 0.764 1.999
N 0.3966 4.7954 1.4802 -0.553 3.477 0.119
C -0.4654 4.9474 2.6942 4.180 -6.703 -0.873
C 0.8326 3.5404 0.9992 1.192 -1.530 1.458
H -0.1254 6.7644 1.1482 1.183 -0.426 -0.671
H -0.4284 5.8264 3.1992 0.974 2.519 1.482
H 0.0326 3.9164 3.3102 -2.228 3.287 -0.976
H -1.4144 4.8264 2.3372 -2.899 -0.960 -0.104
H 1.3136 3.4714 0.0612 -0.188 0.993 -1.543
H 0.0436 2.8134 1.0192 -0.475 -0.448 0.054
H 1.6916 3.1344 1.5702 -0.451 0.064 0.631
C -1.0664 -5.7056 -3.0138 -1.546 0.636 -0.033
O -0.9704 -6.8226 -3.4798 0.475 0.266 0.123
N -2.1964 -5.2686 -2.3618 -1.445 1.339 -0.174
C -2.3554 -3.8386 -1.9398 2.647 -5.432 10.608
C -3.4584 -6.0436 -2.3008 4.436 5.432 2.250
H -0.3344 -4.8586 -3.1408 -0.078 -0.791 0.270
H -3.2364 -3.6306 -1.1508 1.950 -0.841 -2.108
H -2.3994 -3.3566 -2.7158 -0.866 5.946 -7.880
H -1.3314 -3.5926 -1.3448 -2.462 -0.041 -1.419
H -3.6604 -6.5806 -3.0228 -0.239 -5.972 -7.706
H -4.3504 -5.5786 -2.3838 -2.533 3.024 1.215
H -3.2754 -6.6086 -1.5368 -0.312 -3.485 4.855
C -4.4864 2.3814 -4.3468 -2.943 0.090 1.349
O -5.4944 1.9924 -3.7298 0.917 0.682 -0.961
N -3.3114 1.8174 -4.1628 3.635 -2.163 -2.087
C -2.0444 2.2414 -4.9148 -3.045 3.376 0.678
C -2.9734 0.6774 -3.2388 -5.380 3.398 5.200
H -4.5574 3.3144 -4.9978 0.562 -1.138 0.392
H -2.2554 3.2234 -5.4758 -0.244 -1.310 0.700
H -1.6744 1.6194 -5.7108 0.465 -0.930 0.608
H -1.5164 2.6484 -4.0608 1.653 -0.768 -0.435
H -3.9304 0.0784 -2.6908 2.281 1.704 -2.358
H -2.6454 1.2674 -2.2828 -0.119 -1.282 -1.554
H -2.2294 0.0264 -3.4468 2.278 -1.760 -1.608
C 5.5676 2.2704 -0.5858 1.032 2.498 0.892
O 4.8416 3.0424 -1.1798 0.691 0.169 -0.528
N 5.0756 1.1534 -0.0768 5.122 -3.388 2.017
C 6.0156 0.2944 0.8452 -3.587 5.057 0.779
C 3.7786 0.6934 -0.2708 -3.223 2.347 -0.451
H 6.7106 2.5974 -0.2068 -2.562 -1.160 -1.088
H 5.3416 -0.3916 1.2622 -1.181 -0.447 1.534
H 6.4566 1.0454 1.5462 -0.414 -1.060 -0.172
H 6.7126 -0.3516 0.5512 3.254 -1.874 -2.777
H 3.0586 1.3844 0.3572 0.893 -1.544 -1.203
H 3.6356 -0.3356 -0.0158 0.074 -0.516 0.278
H 3.4866 0.8424 -1.3338 -0.046 -0.097 0.744

---

[2]
101
Properties=species:S:1:pos:R:3:forces:R:3 method="wB97M-V/def2-TZVPD" spin_multiplicity=1 total_charge=0 smiles="CCCCCCCCCCc1c([C@H](Br)[C@@H](C)Br)ccc2c1C(=O)NC2=O.COCCOCCOC.COCCOCCOC" gap_ev=8.69 homo_ev=-9.31
C -3.4866 -0.3595 1.4406 0.147 0.297 -0.099
C -2.2857 -0.0187 2.3287 -0.104 -0.633 -0.187
C -1.5144 -1.2837 2.7783 -0.307 0.435 0.301
C -0.0009 -1.1368 2.7073 -0.029 0.079 -0.181
C 0.5232 -1.0233 1.2645 -0.189 -0.310 0.031
C 1.9198 -1.6412 1.0295 -0.169 0.189 0.142
C 3.0066 -0.6260 0.6269 -0.208 0.022 -0.017
C 3.3445 -0.6184 -0.8786 -0.192 -0.487 0.193
C 4.8190 -0.8705 -1.1909 -0.057 0.530 0.117
C 5.7661 0.3368 -0.9207 0.190 -0.062 -0.123
C 5.0805 1.6731 -0.8372 -0.038 -0.071 0.368
C 4.5504 2.3308 -1.9527 -0.026 0.300 -0.164
C 4.7066 1.7047 -3.3168 -0.280 -0.211 0.322
Br 5.9904 2.7155 -4.3737 0.035 0.082 -0.074
C 3.3881 1.4469 -4.0555 0.210 -0.021 -0.455
C 2.7332 2.5795 -4.8187 -0.223 -0.138 -0.111
Br 3.7451 0.0123 -5.3660 -0.067 -0.033 0.082
C 3.8975 3.5580 -1.8064 -0.114 0.078 0.024
C 3.7203 4.1562 -0.5733 -0.212 0.145 0.072
C 4.2603 3.5234 0.5233 0.053 -0.225 -0.104
C 4.9287 2.3178 0.3922 -0.083 -0.105 -0.046
C 5.3755 1.9138 1.7629 -0.045 -0.010 0.168
O 5.7096 0.8354 2.1571 0.283 0.140 -0.075
N 5.2426 3.0782 2.6450 -0.301 -0.131 -0.969
C 4.2709 3.9249 1.9514 0.143 -0.119 0.234
O 3.5815 4.7315 2.4951 0.120 0.305 -0.014
H -3.1725 -0.5204 0.4075 0.028 -0.189 0.009
H -4.2018 0.4636 1.4163 -0.081 -0.039 0.031
H -3.9896 -1.2592 1.7933 -0.101 0.007 0.027
H -1.6031 0.6276 1.7763 -0.079 0.255 0.112
H -2.6562 0.5015 3.2107 0.214 0.228 0.016
H -1.8684 -2.1388 2.1981 0.206 -0.096 -0.077
H -1.7981 -1.4832 3.8150 -0.004 -0.170 -0.012
H 0.4688 -1.9882 3.2039 0.026 -0.035 -0.006
H 0.2795 -0.2397 3.2672 0.130 -0.072 0.118
H 0.5182 0.0256 0.9631 0.028 0.020 -0.107
H -0.2044 -1.5285 0.6227 0.009 0.026 -0.077
H 2.2192 -2.1592 1.9419 0.063 0.018 0.026
H 1.8229 -2.4165 0.2679 0.166 -0.033 -0.047
H 3.9069 -0.8014 1.2158 0.087 0.020 -0.069
H 2.6331 0.3606 0.9124 0.194 0.086 0.116
H 2.9859 0.3051 -1.3329 0.078 0.046 -0.069
H 2.7757 -1.4217 -1.3538 -0.013 0.017 -0.064
H 4.9099 -1.1710 -2.2354 0.045 -0.097 -0.016
H 5.1597 -1.6927 -0.5623 0.027 -0.166 -0.163
H 6.5151 0.3819 -1.7154 0.034 -0.021 0.004
H 6.3256 0.1794 -0.0031 -0.113 -0.027 0.061
H 5.1762 0.7392 -3.1823 0.063 0.046 -0.113
H 2.6888 0.9864 -3.3618 0.040 0.026 0.102
H 3.3918 2.9554 -5.5979 0.088 0.119 0.096
H 2.4101 3.3879 -4.1668 0.061 0.044 0.038
H 1.8394 2.2003 -5.3117 -0.037 -0.009 0.043
H 3.5034 4.0812 -2.6650 0.143 -0.100 -0.139
H 3.1844 5.0901 -0.4751 0.015 0.041 0.019
H 6.1341 3.5693 2.5470 0.051 0.000 0.715
C 0.0829 3.9995 -1.9213 0.109 -0.080 -0.088
O -0.7575 3.6457 -2.9923 -0.104 0.125 0.026
C -1.7327 2.6882 -2.6135 0.131 0.011 -0.082
C -2.8685 2.6566 -3.6097 -0.064 -0.092 -0.013
O -3.8055 3.7081 -3.4493 0.021 0.008 0.001
C -3.4236 4.9889 -3.9256 -0.060 0.064 0.052
C -3.4932 5.1325 -5.4285 0.155 0.026 -0.056
O -2.3536 4.5566 -6.0426 -0.076 -0.148 0.047
C -2.5524 4.3213 -7.4172 0.064 0.054 0.009
H 0.6325 3.1259 -1.5456 -0.010 0.033 0.091
H 0.8020 4.7300 -2.2915 -0.012 0.001 -0.029
H -0.4840 4.4530 -1.1004 0.016 -0.063 0.043
H -2.1300 2.9258 -1.6191 -0.022 -0.019 0.008
H -1.2634 1.6943 -2.5756 -0.038 -0.020 0.083
H -3.4368 1.7418 -3.4289 -0.010 0.005 -0.005
H -2.4825 2.6193 -4.6308 0.083 0.057 0.025
H -2.4342 5.2715 -3.5597 0.045 -0.035 -0.082
H -4.1535 5.6772 -3.4950 0.000 -0.008 0.011
H -3.5364 6.2007 -5.6840 -0.093 -0.004 -0.014
H -4.4064 4.6472 -5.7949 -0.026 0.016 0.015
H -3.3742 3.6149 -7.5828 -0.021 0.031 -0.016
H -1.6342 3.8928 -7.8137 0.010 0.010 0.006
H -2.7700 5.2519 -7.9548 -0.024 -0.013 -0.014
C -5.4872 -8.2361 3.9637 0.078 -0.041 0.018
O -4.3750 -7.3738 4.0154 -0.108 0.147 0.043
C -4.1864 -6.6673 2.8029 0.064 -0.129 0.093
C -3.3105 -5.4543 3.0164 0.057 0.065 -0.092
O -3.9895 -4.3427 3.5789 -0.012 -0.002 -0.015
C -4.2724 -4.3943 4.9684 -0.056 0.084 0.003
C -3.0681 -4.1463 5.8477 0.023 -0.135 0.095
O -2.2731 -5.3125 5.9590 0.042 0.040 -0.161
C -0.9756 -5.0269 6.4261 -0.037 -0.052 0.051
H -5.3722 -8.9907 3.1764 -0.032 0.003 -0.013
H -5.5571 -8.7391 4.9260 0.017 -0.008 0.000
H -6.4136 -7.6766 3.7879 -0.003 -0.019 -0.040
H -5.1535 -6.3450 2.3972 0.004 0.018 -0.027
H -3.7032 -7.3315 2.0722 -0.057 0.032 -0.072
H -2.9801 -5.1124 2.0329 0.000 0.014 0.006
H -2.4238 -5.7152 3.5980 -0.058 -0.080 0.065
H -4.7653 -5.3299 5.2407 0.104 -0.054 0.029
H -4.9770 -3.5781 5.1414 -0.007 -0.003 -0.019
H -3.4110 -3.8490 6.8489 0.017 0.092 -0.018
H -2.4765 -3.3256 5.4218 -0.027 0.029 0.001
H -0.4437 -4.3621 5.7347 -0.002 0.030 0.030
H -0.4360 -5.9693 6.4944 -0.011 -0.009 0.007
H -1.0011 -4.5603 7.4181 0.020 0.024 -0.010

---

Number 1: maximum force 12.21 eV/Å. Number 2: maximum force 1.02 eV/Å.